# 1
{
  "formula": "C3H3NO2S2",
  "method": "wB97M-V/def2-TZVPD",
  "symbols": ["C", "C", "C", "N", "O", "O", "S", "S", "H", "H", "H"],
  "xyz": [[0.41, 0.66, -1.19], [0.42, -1.47, -0.69], [-0.13, 0.50, 0.16], [0.76, -0.45, -1.67], [0.64, -2.61, -0.83], [-0.15, -0.86, 0.36], [-1.88, 1.07, 0.43], [0.90, 1.26, 1.47], [0.54, 1.67, -1.70], [-2.16, -0.03, 1.26], [0.65, 0.25, 2.41]],
  "spin_multiplicity": 3,
  "total_energy_ha": -1117.5363,
  "e_homo_ev": [-5.3, -9.7],
  "e_above_lowest_kcal_mol": 33.26
}

# 2
{
  "formula": "C3H3NO3",
  "method": "wB97M-V/def2-TZVPD",
  "symbols": ["C", "C", "C", "N", "O", "O", "O", "H", "H", "H"],
  "xyz": [[-1.19, -1.07, -0.02], [-1.55, 0.20, 0.02], [1.90, 0.58, -0.07], [0.66, 0.20, 0.25], [2.85, -0.13, -0.22], [0.15, -1.25, 0.12], [-0.46, 1.04, 0.20], [-1.77, -1.96, -0.14], [-2.50, 0.70, -0.06], [1.92, 1.69, -0.09]],
  "spin_multiplicity": 1,
  "total_energy_ha": -396.4140,
  "e_homo_ev": -8.5,
  "smiles": "O=CN1OC=CO1",
  "e_above_lowest_kcal_mol": 132.02
}

# 3
{
  "formula": "C3H3NO3",
  "method": "wB97M-V/def2-TZVPD",
  "symbols": ["N", "C", "O", "C", "O", "C", "O", "H", "H", "H"],
  "xyz": [[1.62, -0.20, -0.85], [0.44, -0.09, -0.10], [-0.18, -1.12, 0.51], [-1.38, -0.83, 1.07], [-1.83, 0.27, 1.16], [0.33, 1.22, -0.34], [1.42, 1.19, -1.22], [1.55, -0.80, -1.68], [-1.84, -1.76, 1.41], [-0.13, 2.12, 0.03]],
  "spin_multiplicity": 1,
  "total_energy_ha": -396.4633,
  "e_homo_ev": -8.9,
  "smiles": "O=COc1co[nH]1",
  "e_above_lowest_kcal_mol": 101.09
}